1.
{
  "formula": "H14O7",
  "method": "the ωB97M-V functional and the def2-TZVPD basis",
  "symbols": ["O", "H", "H", "O", "H", "H", "O", "H", "H", "O", "H", "H", "O", "H", "H", "O", "H", "H", "O", "H", "H"],
  "xyz": [[-1.3243, 2.7185, 2.1652], [-1.8293, 3.3775, 2.6002], [-1.8283, 1.9125, 2.2122], [0.4897, -2.6745, -1.7688], [0.9937, -1.9425, -2.0578], [0.4517, -2.4845, -0.8128], [2.3587, -0.7995, -2.3938], [3.1207, -1.2285, -2.8528], [2.6317, -0.9895, -1.5188], [-2.6243, -1.0065, -0.2218], [-2.8053, -0.3845, 0.4772], [-1.7183, -0.6585, -0.3478], [-0.2353, 0.3645, -0.2568], [0.5247, 0.3705, -0.8188], [-0.1543, 1.2065, 0.1592], [0.9377, 2.8095, 0.5422], [1.3427, 3.6985, 0.4442], [0.2417, 2.9005, 1.1752], [0.1267, -2.4915, 0.9162], [0.0557, -1.8615, 1.6262], [-0.7563, -2.8365, 0.7312]],
  "atomic_forces_ev_per_a": [[0.94, -0.58, -0.59], [-0.75, 0.95, 0.62], [-0.30, -0.41, 0.07], [-0.87, -1.04, 1.08], [0.79, 1.08, -1.20], [-0.15, -0.40, -0.26], [1.27, -0.11, -1.68], [-1.05, 0.55, -0.14], [0.17, -0.07, 1.90], [0.82, 0.28, 0.21], [-1.09, 0.15, 0.61], [0.10, -0.59, -0.84], [-0.54, -0.80, 0.20], [0.69, -0.26, -0.82], [0.03, 1.15, 0.44], [1.46, 0.78, -0.91], [-0.48, -0.98, 0.07], [-0.88, 0.38, 0.94], [0.15, -0.68, -0.09], [-0.24, 0.36, 0.21], [-0.07, 0.25, 0.20]],
  "lowdin_charge": [-0.01, 0.04, 0.05, -0.07, -0.06, -0.02, -0.04, 0.09, 0.03, -0.07, 0.01, -0.01, -0.02, 0.04, -0.01, -0.06, 0.07, -0.03, -0.05, 0.04, 0.06],
  "total_energy_ev": -14559.5918,
  "orbital_gap_ev": 10.04,
  "smiles": "O.O.O.O.O.O.O"
}

=====

2.
{
  "formula": "C3H3FO",
  "method": "the ωB97M-V functional and the def2-TZVPD basis",
  "symbols": ["O", "C", "C", "C", "F", "H", "H", "H"],
  "xyz": [[-1.4571, 0.9161, 1.0260], [-1.0123, 0.6986, -0.0987], [-0.0377, -0.3697, -0.3199], [1.2595, -0.2351, -0.0191], [1.7282, 0.8056, 0.6588], [-2.1001, 0.5564, -0.5163], [-0.4023, -1.3746, -0.5415], [2.0218, -0.9973, -0.1892]],
  "atomic_forces_ev_per_a": [[2.42, 1.68, 1.52], [-6.34, -3.22, 1.75], [2.66, 0.41, 0.07], [-0.77, -1.16, 0.18], [0.19, 0.62, -0.46], [2.11, 0.91, -2.55], [-0.03, 0.58, -0.66], [-0.24, 0.17, 0.15]],
  "lowdin_charge": [0.03, -0.24, -0.07, -0.15, 0.05, 0.15, 0.12, 0.12],
  "total_energy_ev": -7921.1195,
  "orbital_gap_ev": 9.54,
  "smiles": "O=C/C=C\\F"
}

=====

3.
{
  "formula": "C5H13N2O",
  "method": "the ωB97M-V functional and the def2-TZVPD basis",
  "symbols": ["C", "N", "C", "N", "C", "C", "C", "O", "H", "H", "H", "H", "H", "H", "H", "H", "H", "H", "H", "H", "H"],
  "xyz": [[-1.4048, 0.0288, 0.3324], [-1.4247, -0.2182, -1.1312], [-1.3524, 0.9874, -1.8291], [-1.2075, 2.1768, -1.4627], [-0.0117, 0.3076, 0.8653], [0.9364, -0.8765, 0.6722], [0.9845, -1.9620, 1.7754], [1.3334, -1.5419, 3.0006], [-1.9912, 0.9424, 0.5101], [-1.9581, -0.7008, 0.9213], [-0.3572, 0.1719, -1.3960], [2.4503, 1.3414, -1.9290], [-1.6707, 0.7541, -2.8645], [3.0499, 1.4042, -1.4930], [-1.9907, 2.8037, -1.5049], [-0.0197, 0.5458, 1.9275], [0.3558, 1.1114, 0.2265], [0.6074, -1.3401, -0.2652], [1.9987, -0.7019, 0.4926], [1.6556, -2.7392, 1.3691], [0.0168, -2.4951, 1.7826]],
  "atomic_forces_ev_per_a": [[-0.83, 1.09, 0.76], [3.26, 0.58, 1.15], [-4.35, 1.40, -3.05], [0.01, 0.14, 2.48], [0.90, -0.72, -0.10], [0.01, -1.02, -0.26], [-0.48, 0.40, -1.76], [-0.07, -0.14, 0.31], [0.18, 0.02, -0.12], [0.26, -0.78, -0.55], [0.05, -2.86, 0.54], [0.06, 0.02, 0.04], [0.46, -0.17, -0.21], [-0.07, -0.02, -0.04], [0.47, 0.72, -1.06], [-0.10, 0.55, -0.07], [0.11, 0.50, 0.61], [0.18, -0.49, 0.13], [-0.10, 1.02, 0.04], [0.15, -0.23, 0.53], [-0.10, -0.02, 0.60]],
  "mulliken_spin": [0.00, 0.00, 0.00, 0.00, 0.00, 0.00, -0.01, 0.86, 0.00, 0.00, 0.00, 0.00, 0.00, 0.00, 0.00, 0.00, 0.00, 0.01, 0.00, 0.06, 0.09],
  "total_energy_ev": -10416.3625,
  "orbital_gap_ev": [9.42, 7.03],
  "spin_multiplicity": 2,
  "s_squared": 0.754
}

=====

4.
{
  "formula": "C4H10O2",
  "method": "the ωB97M-V functional and the def2-TZVPD basis",
  "symbols": ["C", "C", "C", "C", "O", "H", "H", "H", "H", "H", "H", "H", "H", "O", "H", "H"],
  "xyz": [[0.6991, -1.0451, -0.3359], [-0.2474, -0.3269, 0.2758], [-1.7168, -0.5737, 0.0577], [0.1578, 0.6200, 1.3917], [1.4866, 1.0823, 1.3057], [0.4732, -1.7302, -1.1505], [1.7473, -0.9277, -0.0787], [-1.9119, -1.0503, -0.9093], [-2.0573, -1.2582, 0.8429], [-2.3376, 0.3279, 0.1170], [-0.5559, 1.4562, 1.4848], [0.0984, 0.0512, 2.3257], [1.6166, 1.4834, 0.4332], [1.1726, 0.8439, -1.8008], [0.3831, 0.6619, -1.2451], [1.0050, 0.3938, -2.6372]],
  "atomic_forces_ev_per_a": [[-0.33, -0.45, 0.59], [0.17, -0.78, 0.43], [-0.11, -0.04, 0.03], [-0.31, -0.13, 0.19], [0.04, 0.12, -0.20], [-0.10, 0.01, 0.23], [-0.22, 0.02, -0.05], [0.09, 0.02, 0.18], [-0.17, 0.09, -0.11], [0.22, -0.05, 0.03], [0.11, -0.15, -0.16], [-0.03, 0.18, 0.06], [0.05, -0.10, 0.17], [-0.17, 0.97, -0.61], [0.76, 0.11, -0.85], [-0.01, 0.19, 0.06]],
  "lowdin_charge": [0.02, -0.39, -0.06, -0.24, -0.06, 0.09, 0.09, 0.08, 0.09, 0.08, 0.12, 0.13, 0.08, -0.08, 0.01, 0.05],
  "total_energy_ev": -8403.7438,
  "orbital_gap_ev": 9.93,
  "smiles": "C=C(C)CO.O"
}

=====

5.
{
  "formula": "C16H18BN9O5Re",
  "method": "the ωB97M-V functional and the def2-TZVPD basis",
  "symbols": ["Re", "O", "C", "O", "C", "O", "C", "C", "O", "O", "H", "H", "H", "H", "H", "B", "N", "C", "C", "C", "N", "N", "C", "C", "C", "N", "H", "H", "H", "H", "H", "H", "H", "H", "N", "C", "N", "C", "N", "C", "C", "N", "C", "C", "N", "H", "H", "H", "H", "H"],
  "xyz": [[-0.0585, 0.0575, 0.1730], [-3.7305, 0.5148, 2.2383], [-2.5603, 0.5974, 1.6990], [-2.1633, -0.1182, 0.7729], [-1.7179, 1.6716, 2.2909], [-0.5129, 1.8022, 1.5277], [0.6621, 2.0169, 2.3849], [1.1441, 0.6782, 2.8181], [1.8334, 0.5119, 3.7720], [0.7097, -0.2986, 1.9792], [-4.2759, -0.1776, 1.8287], [-2.2691, 2.6079, 2.2883], [-1.5013, 1.4102, 3.3266], [1.4179, 2.5032, 1.7762], [0.4255, 2.6421, 3.2398], [1.5540, 2.3855, -2.0829], [2.3333, 1.5077, -1.0277], [3.6485, 1.5786, -0.8913], [4.0986, 0.5832, -0.0181], [2.9707, -0.0869, 0.3587], [1.8829, 0.4743, -0.2558], [-0.0107, 2.1663, -2.0121], [-0.8533, 2.8344, -2.7646], [-2.1446, 2.2749, -2.6729], [-2.0196, 1.2444, -1.8006], [-0.7027, 1.1601, -1.3838], [1.9227, 2.0614, -3.1958], [1.7860, 3.5507, -1.8796], [4.2060, 2.3372, -1.4306], [5.1120, 0.3974, 0.3064], [2.8617, -0.9267, 1.0273], [-0.4983, 3.6733, -3.3542], [-3.0381, 2.6011, -3.1836], [-2.7599, 0.5429, -1.4476], [0.6568, -2.4494, -3.0964], [0.7637, -1.2952, -2.4824], [0.2092, -1.4363, -1.2801], [-0.2279, -2.7441, -1.2485], [0.0400, -3.3985, -2.3321], [-0.7940, -3.2295, -0.0163], [-1.2778, -4.4953, 0.2504], [-1.6798, -4.8003, 1.4864], [-1.5755, -3.8458, 2.4188], [-1.1138, -2.5659, 2.1226], [-0.7337, -2.2712, 0.8849], [0.9954, -2.6923, -4.0136], [1.2188, -0.3996, -2.8897], [-1.3422, -5.2551, -0.5224], [-1.8601, -4.1085, 3.4304], [-1.0314, -1.7924, 2.8815]],
  "atomic_forces_ev_per_a": [[-0.43, -1.56, 0.43], [-0.18, -0.07, -0.01], [0.13, -0.06, -0.48], [-0.15, 0.19, 0.42], [0.25, 0.13, 0.01], [0.37, 0.08, -0.20], [-0.41, 0.50, -0.35], [-0.01, -1.06, -0.26], [0.02, -0.22, -0.03], [-0.10, 0.56, 0.70], [-0.10, -0.10, -0.01], [-0.06, 0.17, -0.03], [0.04, -0.05, 0.13], [0.01, 0.14, -0.15], [-0.15, 0.13, -0.04], [0.19, 0.09, -0.22], [-0.13, -0.08, 0.26], [0.39, 0.27, -0.11], [0.30, 0.22, -0.07], [-0.40, 0.00, -0.32], [0.18, -0.19, 0.17], [-0.18, -0.65, 0.23], [-0.33, 0.42, -0.41], [0.07, 0.48, -0.37], [0.67, -0.08, 0.42], [-0.25, 0.67, 0.06], [-0.15, -0.12, 0.26], [-0.09, -0.22, 0.06], [-0.10, -0.18, 0.10], [-0.14, 0.04, -0.10], [-0.09, 0.11, -0.03], [-0.11, -0.16, 0.11], [0.14, -0.03, 0.02], [0.12, 0.06, 0.00], [-0.08, -0.81, -0.25], [-0.06, 0.15, 0.23], [-0.15, 0.39, -0.17], [0.34, 0.16, -0.34], [0.31, 0.53, -0.60], [0.14, 0.17, -0.50], [-0.29, -0.28, 0.60], [0.21, 0.39, -0.10], [-0.04, -0.25, -0.32], [-0.07, -0.03, 0.10], [0.37, 0.49, 1.33], [0.03, -0.08, -0.17], [-0.07, -0.14, 0.04], [0.02, 0.05, 0.10], [-0.02, -0.01, -0.03], [0.05, -0.17, -0.11]],
  "mulliken_spin": [0.81, 0.00, 0.01, 0.01, 0.00, 0.00, 0.00, 0.00, 0.02, 0.02, 0.00, 0.00, 0.00, 0.00, 0.00, 0.00, 0.03, 0.04, 0.03, 0.00, 0.00, 0.00, -0.03, -0.01, 0.00, 0.00, 0.00, 0.00, 0.00, 0.00, 0.00, 0.00, 0.00, 0.01, 0.00, -0.01, 0.02, 0.01, 0.00, 0.00, 0.00, 0.00, 0.00, 0.00, 0.05, 0.00, 0.00, 0.00, 0.00, 0.00],
  "total_energy_ev": -43324.5722,
  "total_charge": 2,
  "orbital_gap_ev": [7.07, 6.79],
  "spin_multiplicity": 2,
  "s_squared": 1.027
}

=====

6.
{
  "formula": "C24H48Cl8NbSi",
  "method": "the ωB97M-V functional and the def2-TZVPD basis",
  "symbols": ["C", "Si", "C", "C", "C", "C", "C", "C", "C", "C", "C", "Nb", "C", "C", "C", "C", "C", "C", "H", "H", "H", "H", "H", "H", "H", "H", "H", "H", "H", "H", "H", "H", "H", "H", "H", "H", "H", "H", "H", "H", "H", "H", "H", "H", "H", "H", "H", "H", "H", "H", "Cl", "C", "C", "Cl", "H", "H", "H", "H", "Cl", "C", "C", "Cl", "H", "H", "H", "H", "Cl", "C", "C", "Cl", "H", "H", "H", "H", "Cl", "C", "C", "Cl", "H", "H", "H", "H"],
  "xyz": [[3.6984, -0.3631, 1.4275], [1.9715, -0.6534, 0.5624], [2.3191, -1.9951, -0.7956], [0.7624, -1.2869, 1.9016], [-0.7780, -1.3611, 1.4541], [-1.0675, -2.3173, 0.1933], [-2.2767, -3.3644, 0.4553], [-3.5448, -3.1477, -0.4978], [-4.1453, -1.6609, -0.5084], [-4.2997, -0.9677, 0.9325], [-4.0140, 0.6233, 0.7241], [-3.7241, 1.7791, 2.6608], [1.4174, 0.9349, -0.3451], [0.0352, 1.1741, -0.9972], [-0.2197, 2.5074, -1.7312], [0.8297, 3.6457, -1.8354], [2.2040, 3.4473, -1.1536], [2.4805, 2.0906, -0.4349], [3.9042, -1.1918, 2.1856], [4.4781, -0.3696, 0.5791], [3.7401, 0.6283, 1.9892], [2.2510, -3.0650, -0.3951], [1.5103, -1.8261, -1.6062], [3.3374, -1.7931, -1.2866], [1.1110, -2.3563, 2.1829], [0.7975, -0.6679, 2.8780], [-1.3520, -1.8260, 2.3461], [-1.2522, -0.3143, 1.3257], [-1.3477, -1.7203, -0.7528], [-0.1352, -2.9745, 0.0041], [-2.6257, -3.3679, 1.5420], [-1.8908, -4.4358, 0.2427], [-4.3611, -3.8906, -0.2075], [-3.2644, -3.3913, -1.5957], [-3.5946, -0.9594, -1.2347], [-5.2247, -1.7511, -0.9427], [-5.3997, -1.0335, 1.2706], [-3.6777, -1.4317, 1.7656], [-3.1090, 0.7628, 0.0185], [-4.9421, 1.0370, 0.1728], [-3.4379, 3.2770, 1.6181], [-1.8973, 1.5596, 2.6354], [-3.9022, 0.3253, 3.7356], [-5.5112, 2.1190, 2.7160], [-3.5536, 2.8923, 4.0942], [-0.7814, 0.3863, -0.9418], [-1.2459, 2.6309, -2.2313], [0.5574, 4.5919, -2.4103], [2.9884, 4.2844, -1.1917], [3.5216, 1.9846, 0.0364], [5.7170, -3.4864, 0.3769], [5.2219, -4.9225, -0.5518], [5.9192, -5.0045, -1.8948], [5.3780, -3.7272, -3.0125], [4.1364, -4.8955, -0.6631], [5.4800, -5.7945, 0.0530], [5.6914, -5.9596, -2.3728], [7.0027, -4.9255, -1.7902], [-0.0930, 6.8177, -3.4392], [1.1369, 8.0989, -3.3092], [2.3699, 7.6342, -2.5607], [2.0422, 7.3597, -0.8318], [0.6759, 8.9630, -2.8277], [1.4076, 8.3820, -4.3287], [3.1478, 8.3986, -2.6175], [2.7696, 6.7091, -2.9804], [2.8786, 0.3321, 4.8944], [3.9553, -0.5953, 5.9666], [5.4110, -0.2126, 5.7866], [6.0516, -0.7277, 4.2052], [3.7921, -1.6571, 5.7742], [3.6406, -0.3831, 6.9907], [6.0202, -0.7030, 6.5489], [5.5568, 0.8653, 5.8756], [-7.2220, -0.1579, -2.3949], [-7.1850, -0.4878, -4.1445], [-6.1163, -1.4964, -4.5147], [-4.4739, -0.8442, -4.3018], [-7.0406, 0.4606, -4.6648], [-8.1695, -0.8769, -4.4136], [-6.2133, -1.7700, -5.5676], [-6.1988, -2.4063, -3.9173]],
  "atomic_forces_ev_per_a": [[0.06, 0.26, -0.28], [0.89, -0.28, 0.40], [-0.47, 0.18, -0.78], [-1.01, -0.32, 0.51], [-0.69, -0.39, 0.61], [-0.23, -0.60, 0.32], [-0.12, -0.51, -0.58], [0.18, 0.31, -0.50], [-1.04, -0.57, 0.11], [-0.50, 1.01, -0.56], [-0.61, -0.30, -0.93], [-0.13, -1.33, -1.42], [-0.42, 3.96, -1.75], [2.93, 2.97, -0.32], [2.30, -0.57, 1.08], [0.65, -3.43, 1.90], [-2.82, -2.78, -0.09], [-2.64, 1.10, -1.54], [-0.17, 1.03, -1.15], [-0.90, -0.01, 1.46], [0.02, -1.29, -0.74], [0.18, 1.44, -0.63], [1.26, -0.56, 1.16], [-1.42, -0.43, 0.75], [-0.49, 1.55, -0.41], [0.13, -0.84, -1.62], [0.86, 0.82, -1.34], [0.97, -1.59, 0.14], [0.71, -0.90, 1.37], [-1.38, 1.28, 0.06], [0.58, 0.19, -1.40], [-0.57, 1.63, 0.37], [1.02, 0.93, -0.26], [-0.30, 0.24, 1.70], [-0.57, -1.17, 1.21], [1.89, 0.21, 0.56], [1.67, -0.10, -0.39], [-0.61, 0.59, -1.27], [-1.28, -0.17, 0.99], [1.47, -0.55, 0.56], [0.26, 0.19, 0.14], [0.40, 0.16, 0.30], [0.23, -0.48, 0.67], [-0.51, 0.34, 0.31], [-0.15, 0.56, -0.03], [1.22, 1.24, -0.09], [1.78, -0.05, 0.89], [0.55, -1.57, 1.08], [-1.30, -1.53, 0.14], [-1.87, -0.03, -0.72], [-0.03, 0.02, -0.02], [-0.04, -0.17, -0.02], [0.03, -0.17, 0.08], [0.04, 0.01, 0.01], [0.14, 0.11, -0.06], [0.05, 0.07, -0.11], [-0.05, 0.09, 0.09], [-0.16, 0.09, 0.04], [-0.07, 0.17, -0.05], [0.15, 0.14, -0.07], [0.08, 0.07, -0.10], [-0.01, -0.04, -0.05], [0.04, -0.18, 0.04], [0.04, -0.08, 0.10], [-0.13, -0.01, -0.02], [-0.15, 0.06, 0.06], [0.04, -0.03, 0.05], [0.02, -0.02, 0.10], [-0.03, 0.00, 0.23], [0.02, 0.03, 0.03], [0.07, 0.14, -0.07], [0.10, 0.03, -0.08], [-0.11, -0.01, -0.06], [-0.10, -0.13, -0.11], [0.01, 0.04, -0.07], [-0.09, -0.04, -0.09], [-0.14, -0.08, -0.08], [0.01, -0.01, 0.02], [0.09, -0.12, 0.11], [0.12, -0.05, 0.01], [-0.03, 0.09, 0.08], [0.03, 0.19, 0.03]],
  "lowdin_charge": [-0.26, 0.55, -0.22, -0.27, -0.26, -0.19, -0.22, -0.23, -0.25, -0.31, -0.49, 0.83, -0.21, -0.05, -0.06, -0.08, -0.08, -0.07, 0.00, 0.03, 0.01, 0.03, 0.04, 0.02, 0.09, 0.07, 0.10, 0.06, 0.10, 0.09, 0.10, 0.10, 0.10, 0.10, 0.08, 0.08, 0.10, 0.05, 0.01, 0.02, -0.20, -0.20, -0.20, -0.21, -0.24, 0.06, 0.09, 0.00, 0.07, 0.07, 0.55, -0.66, -0.67, 0.54, 0.06, 0.07, 0.07, 0.07, 0.57, -0.66, -0.66, 0.55, 0.07, 0.07, 0.07, 0.07, 0.59, -0.66, -0.66, 0.55, 0.07, 0.07, 0.07, 0.07, 0.56, -0.67, -0.67, 0.55, 0.07, 0.07, 0.07, 0.07],
  "total_energy_ev": -135264.1296,
  "total_charge": -1,
  "orbital_gap_ev": 6.61
}

=====

What is the formula in the sixth record? C24H48Cl8NbSi